1.
This record from the Open Molecules 2025 dataset describes a structure of composition C31H33GeN3O3PdS. The level of theory is ωB97M-V with the def2-TZVPD basis set.

XYZ file:
```
73
Properties=species:S:1:pos:R:3:forces:R:3:mulliken_spin:R:1
Pd -1.1534 0.3569 -0.9266 -0.208 0.698 0.415 0.704
Ge -1.2460 -0.9495 1.1708 -0.328 -0.671 1.210 -0.045
S -3.5255 -0.1092 -1.5368 1.607 -1.930 0.954 -0.012
O 0.7784 1.3898 -4.1329 0.595 0.194 -0.041 0.006
O 0.8192 1.4769 -0.1048 -1.464 -0.213 -0.464 0.018
O -0.3718 -0.0218 -2.8540 -0.192 -0.976 0.827 0.067
N 4.1630 1.2075 0.6265 -0.161 -0.357 0.555 0.001
N 3.0702 1.9047 0.1826 -0.628 -0.267 -0.417 0.000
N -1.7718 2.6817 -1.2519 -0.089 -0.881 0.707 0.195
C 4.7762 -1.0699 1.3256 0.087 -0.020 -0.057 0.000
C -3.2843 -2.4431 -0.8960 0.675 1.771 -0.242 0.083
C -1.3696 3.1125 -2.5877 -0.093 0.209 -0.844 -0.005
C 3.7882 -0.0670 0.8704 -0.304 0.415 -0.026 -0.004
C -5.7459 -2.4872 1.9156 0.053 0.151 0.329 0.008
C -0.1302 -2.5563 0.6811 -0.426 0.979 -0.403 -0.038
C 1.9646 1.0748 0.1883 0.787 -0.524 0.148 0.005
C -0.5873 -0.3210 2.9608 -0.224 0.281 -0.850 -0.014
C -4.0217 -3.0991 -1.8831 -0.886 -0.040 -0.542 0.017
C 3.0446 3.3112 0.0963 -0.008 0.552 0.091 0.000
C -5.8822 -3.3333 -0.3872 0.341 0.226 0.324 0.031
C 1.1171 -3.7871 -0.9723 0.076 -0.067 -0.132 0.003
C 3.5689 4.0783 1.1318 -0.159 -0.159 -0.065 0.000
C -5.3180 -3.5292 -1.6292 0.245 -0.102 -0.438 -0.009
C 5.5076 1.6722 0.4400 0.601 0.102 -0.296 0.000
C -5.0327 -1.8679 2.9094 -0.545 -0.286 -0.064 0.000
C 0.3860 -2.6720 -0.6060 -0.154 0.248 -0.148 0.051
C 2.4445 -0.1870 0.6295 0.082 0.053 -0.052 -0.009
C -3.1050 -1.6513 1.4578 0.638 0.355 -0.239 0.032
C 2.4530 3.9159 -1.0048 0.046 -0.186 0.056 0.000
C 0.8407 -4.6831 1.2383 0.049 -0.069 0.066 0.000
C 3.5114 5.4570 1.0523 0.046 0.036 0.040 0.000
C 1.3370 -4.7974 -0.0507 0.030 -0.029 0.000 0.001
C 2.3894 5.2971 -1.0635 -0.011 0.010 0.058 0.000
C -1.4820 1.9750 -3.6005 0.880 -0.422 0.111 0.021
C -5.1640 -2.7022 0.6506 0.213 0.014 -0.163 -0.012
C -0.2061 1.0359 -3.5236 -0.874 1.557 -1.271 -0.003
C 0.1159 -3.5616 1.6058 -0.223 0.170 0.179 -0.006
C -3.7206 -1.4535 2.6767 0.359 -0.086 -0.312 0.004
C 2.9201 6.0677 -0.0416 0.016 0.017 -0.008 0.000
C -3.8282 -2.2710 0.4156 -0.392 0.235 0.737 -0.037
H 1.0180 -5.4688 1.9592 0.012 -0.032 0.037 0.000
H -0.3405 3.4890 -2.5570 -0.198 -0.124 0.043 -0.001
H -2.7884 2.6754 -1.1596 0.344 0.202 0.137 -0.011
H -1.5016 2.3790 -4.6106 -0.075 0.047 0.015 -0.001
H -6.8922 -3.6634 -0.1912 -0.105 -0.041 0.010 0.000
H 5.2907 -0.7207 2.2199 0.041 -0.031 0.045 0.000
H -3.1730 -0.9816 3.4792 0.018 0.104 0.082 -0.003
H 3.9198 6.0508 1.8551 0.035 0.084 0.062 0.000
H 3.9931 3.5908 1.9983 0.053 -0.014 0.057 0.000
H -1.2124 0.4738 3.3581 -0.075 0.077 0.006 0.002
H 2.0493 3.3008 -1.7946 0.007 -0.081 -0.122 0.000
H 5.4941 2.7278 0.1729 0.047 -0.151 0.054 0.000
H 5.9998 1.1105 -0.3602 -0.025 0.115 0.031 0.000
H 1.9309 5.7747 -1.9141 -0.051 0.049 -0.136 0.000
H -2.3844 1.3787 -3.4187 0.015 0.166 -0.109 -0.003
H -2.2144 -2.3177 -1.0537 -0.201 -0.283 0.067 -0.028
H 5.5230 -1.2431 0.5522 0.091 -0.080 -0.026 0.000
H -6.7613 -2.8135 2.0860 -0.093 -0.018 0.029 0.001
H 0.2301 -1.8679 -1.3289 0.115 -0.226 -0.048 -0.019
H 4.2792 -2.0081 1.5474 -0.028 -0.069 0.003 0.000
H -0.5659 -1.1391 3.6765 -0.087 -0.231 -0.100 -0.003
H -2.0195 3.9331 -2.9329 0.193 -0.077 0.266 0.018
H -1.3506 3.2532 -0.5208 -0.178 -0.246 -0.066 -0.012
H 1.8983 -5.6732 -0.3360 0.071 -0.102 -0.024 0.000
H -3.5861 -3.2528 -2.8587 0.094 -0.011 -0.057 -0.001
H 0.4222 0.0660 2.8528 0.086 0.017 -0.074 0.003
H 6.0782 1.5426 1.3609 -0.050 0.078 -0.039 0.000
H -5.8821 -4.0241 -2.4057 -0.006 -0.005 -0.045 0.000
H 1.5148 -3.8657 -1.9734 0.027 -0.004 -0.077 0.001
H 2.8754 7.1435 -0.0972 -0.008 0.124 -0.011 0.000
H 1.8552 -1.0738 0.7338 -0.034 -0.146 0.050 0.006
H -5.4818 -1.7005 3.8756 -0.068 0.005 0.092 0.000
H -0.2674 -3.4702 2.6134 -0.021 -0.085 0.109 0.001
```
Forces are in eV/Å.

Its total charge is +1. As for the energy above the lowest of the compared OMol25 structures with the same formula, charge and spin: 0.0000 eV. As for the multiplicity: 2. Its largest force on an atom is 2.69 eV/A.

---

2.
This record from the Open Molecules 2025 dataset describes the molecule C31H33N5O7. The level of theory is ωB97M-V with the def2-TZVPD basis set.

XYZ file:
```
76
Properties=species:S:1:pos:R:3:forces:R:3:nbo_charge:R:1
O 1.9233 -1.2901 0.4162 0.022 -0.166 0.321 -0.592
O -5.2270 3.2970 -2.2359 0.048 0.205 -0.345 -0.402
O -6.3964 0.6740 0.4441 0.132 -0.040 0.139 -0.474
O 5.8915 0.0135 -1.8211 0.166 0.231 -0.310 -0.666
O -4.5365 -1.2124 1.4517 -0.104 0.500 -0.089 -0.511
O -6.5898 2.9117 -0.6279 -0.170 0.222 0.105 -0.350
O 6.3155 -1.8223 -0.5509 -0.143 -0.036 0.228 -0.525
N -5.5651 2.6949 -1.2331 -0.385 0.422 -0.236 0.527
N 1.3256 4.2702 -0.5484 -0.140 0.373 -0.253 -0.546
N -0.1700 0.1074 -0.7217 -0.696 -0.346 0.354 -0.210
N 1.1249 0.2967 -1.0113 0.321 0.484 -0.814 -0.445
N 4.4984 -0.6208 -0.1515 -0.248 -0.249 0.179 -0.632
C -0.8200 2.0089 2.1013 0.010 -0.145 0.184 -0.235
C -5.1009 0.6657 0.1134 0.275 0.236 -0.264 0.377
C 3.4672 0.3396 -0.4447 0.199 0.082 0.211 -0.136
C 2.4679 2.5421 0.3118 0.216 0.283 -0.051 -0.110
C 8.6537 -0.1713 0.1481 0.096 -0.182 -0.206 -0.612
C 1.1546 2.5492 0.8840 -0.188 0.496 -0.096 -0.126
C 8.7636 -2.5485 0.9604 0.098 0.114 -0.243 -0.608
C -6.9123 -1.7041 0.1294 -0.041 0.103 -0.051 0.047
C -1.0346 0.9184 -1.1791 0.904 0.184 -0.325 0.058
C -2.4199 0.8200 -0.7858 -0.991 -0.082 0.236 -0.100
C -6.5661 -2.7632 -2.0021 0.009 -0.056 -0.071 -0.188
C 7.5748 -2.0127 -1.1891 0.641 0.068 -0.393 -0.074
C 0.4683 3.6486 0.3153 -0.056 -0.465 0.335 0.195
C -2.8295 -0.1888 0.0949 -0.108 0.127 -0.093 -0.226
C -7.0624 -0.4615 0.9692 -0.404 -0.433 0.310 -0.096
C 5.5991 -0.7456 -0.9290 -0.180 -0.021 0.219 0.898
C -6.8294 -4.1021 -0.0344 -0.039 -0.074 0.070 -0.206
C -4.1272 -0.2742 0.5538 0.018 0.063 0.009 0.229
C 0.4914 1.7268 1.7959 0.004 0.097 -0.003 -0.184
C 3.5365 1.5298 0.5530 -0.073 0.001 -0.361 -0.415
C -6.9718 -2.9566 0.7267 -0.043 0.100 -0.066 -0.241
C 8.7408 -1.6386 -0.2652 -0.440 -0.039 0.089 -0.234
C 2.5225 3.6062 -0.5432 0.276 -0.336 0.133 -0.029
C -6.6191 -4.0080 -1.4003 0.022 -0.063 -0.090 -0.223
C -3.3460 1.7571 -1.2019 0.165 -0.175 0.036 -0.164
C -3.6430 -2.2456 1.8009 0.111 -0.184 0.051 -0.251
C -0.8571 3.9263 0.6272 -0.122 0.063 -0.007 -0.259
C -4.6613 1.6830 -0.7555 0.613 -0.948 0.553 -0.047
C -1.4885 3.0914 1.5227 -0.033 0.157 -0.031 -0.212
C 2.1055 -0.3340 -0.2964 0.114 0.121 -0.403 0.679
C -6.7181 -1.6163 -1.2422 -0.061 0.079 0.076 -0.255
H -3.3167 -2.8034 0.9191 0.002 0.019 0.004 0.189
H 8.5753 0.4691 -0.7272 -0.013 0.130 -0.041 0.219
H -2.5202 3.2734 1.7835 -0.107 0.029 0.010 0.218
H 4.2509 -1.3670 0.4835 0.047 -0.011 -0.091 0.429
H 9.6590 -1.7909 -0.8431 -0.067 -0.018 -0.038 0.202
H -6.8770 -5.0715 0.4396 -0.005 -0.084 0.040 0.214
H 7.6257 -3.0724 -1.4546 -0.039 0.098 0.017 0.186
H -1.3529 1.3817 2.8000 -0.046 -0.079 0.074 0.214
H -4.2083 -2.9049 2.4571 0.081 0.002 -0.034 0.202
H -6.4093 -2.6817 -3.0675 0.014 -0.001 -0.090 0.214
H 3.6307 0.7094 -1.4628 -0.094 -0.025 0.138 0.237
H -6.7411 -0.6569 1.9972 -0.093 0.034 -0.188 0.199
H -1.3714 4.7640 0.1803 -0.096 0.091 -0.035 0.215
H 9.5372 0.1156 0.7135 0.053 0.059 0.094 0.209
H -0.7591 1.7516 -1.8366 0.042 -0.021 0.022 0.164
H 7.6004 -1.4037 -2.0987 0.001 -0.172 0.124 0.213
H 1.1289 5.1129 -1.0607 0.027 -0.095 0.057 0.415
H -2.0725 -0.8824 0.4179 0.033 -0.164 0.121 0.253
H -2.7709 -1.8590 2.3354 -0.012 -0.007 -0.027 0.184
H 1.3849 1.1078 -1.5790 -0.031 -0.245 0.328 0.378
H 3.3394 3.9396 -1.1543 0.158 0.081 -0.105 0.217
H 8.8974 -3.5866 0.6652 0.012 -0.152 0.035 0.205
H 3.4473 1.1294 1.5642 0.101 -0.030 0.028 0.222
H -8.1124 -0.1456 0.9848 0.188 -0.045 0.028 0.209
H 4.5209 1.9873 0.4432 0.030 -0.096 0.065 0.233
H -6.6896 -0.6483 -1.7212 0.019 0.098 -0.030 0.219
H 0.9925 0.8793 2.2376 0.040 -0.144 0.054 0.223
H 7.8255 -2.4629 1.5031 -0.081 -0.006 0.114 0.211
H -7.1281 -3.0299 1.7931 0.021 -0.016 0.153 0.209
H -6.4999 -4.9025 -1.9932 0.013 -0.075 -0.047 0.215
H -3.0758 2.5628 -1.8665 0.030 0.028 -0.026 0.246
H 7.7782 -0.0065 0.7728 -0.090 0.061 0.091 0.204
H 9.5780 -2.2700 1.6248 0.066 -0.015 0.119 0.208
```
Forces are in eV/Å.

As for the energy above the lowest of the compared OMol25 structures with the same formula, charge and spin: 0.0632 eV. Its structure (SMILES) is COc1cc(/C=N/NC(=O)[C@@H](Cc2c[nH]c3ccccc23)NC(=O)OCC(C)C)cc([N+](=O)[O-])c1OCc1ccccc1. Its largest force on an atom is 1.26 eV/A.

---

3.
This record from the Open Molecules 2025 dataset describes a structure of composition C31H34AsF4N5S2Ti. The level of theory is ωB97M-V with the def2-TZVPD basis set.

XYZ file:
```
78
Properties=species:S:1:pos:R:3:forces:R:3:mulliken_spin:R:1
As 0.5639 -1.4269 -0.1778 -0.054 0.022 0.004 -0.017
Ti -0.0166 1.1067 -0.4148 -0.353 -0.165 -0.248 1.021
S 0.4096 0.4579 -3.0783 -0.079 0.070 0.165 -0.006
S 2.3875 1.2108 -0.3204 -0.084 0.040 0.034 -0.018
F 2.5675 4.9560 2.2590 0.025 0.043 -0.031 0.000
F 1.8697 1.8133 5.6861 0.021 -0.007 0.045 0.000
F 0.8642 3.6410 0.6919 -0.125 0.039 -0.039 0.000
F 0.1997 0.4671 4.1595 -0.082 -0.071 0.017 0.000
N 2.0902 2.1306 -4.2355 -0.063 0.012 0.066 0.000
N -0.3541 2.9158 -1.7516 0.216 0.140 -0.145 0.000
N 0.7013 3.0654 -2.6797 -0.157 -0.082 0.078 0.004
N -0.4324 1.3699 1.4748 0.312 -0.041 0.120 -0.038
N -2.5415 1.0748 -0.2350 0.095 0.034 0.038 -0.069
C 1.1157 1.9681 -3.3403 0.127 0.002 -0.073 0.002
C 0.8032 -1.9545 1.6642 0.049 -0.050 -0.050 0.000
C -3.2715 0.8669 -2.6622 -0.031 0.041 -0.069 0.004
C -0.4264 -2.8646 -0.9950 0.086 -0.172 0.021 -0.025
C -0.9786 -5.1979 -1.2308 0.017 -0.013 0.031 0.000
C 4.3390 -0.3249 -1.4629 -0.023 0.004 0.005 -0.004
C 4.1639 -2.6788 -1.9542 -0.003 -0.002 0.002 -0.001
C 1.6285 2.2838 4.4614 -0.077 -0.046 -0.126 0.002
C 2.3309 -1.5190 -0.9264 -0.071 0.020 0.049 0.014
C -1.6056 0.7213 2.0582 0.011 -0.003 0.020 0.007
C 1.1466 -2.5670 4.3501 0.000 -0.001 -0.011 -0.001
C 2.0010 -1.6418 2.3002 0.006 -0.022 0.009 0.002
C -1.2686 -2.5688 -2.0628 -0.038 0.025 0.005 0.029
C 0.4430 2.0090 2.3619 -0.155 -0.100 -0.147 0.041
C -2.4890 0.1767 0.9492 -0.047 -0.025 -0.114 0.020
C 4.8893 -1.4943 -1.9612 0.006 -0.017 -0.006 0.001
C -0.0509 -2.8689 3.7189 -0.012 -0.001 -0.011 0.001
C 2.8802 -2.6892 -1.4324 0.071 -0.010 -0.027 -0.005
C 2.1688 -1.9527 3.6415 0.018 0.010 0.004 0.001
C -3.1155 2.3594 0.2617 0.029 -0.039 0.084 0.024
C 3.0438 -0.3176 -0.9448 0.032 0.034 -0.002 0.017
C -0.2261 -2.5613 2.3766 -0.032 -0.005 0.021 -0.001
C -3.4478 0.4301 -1.2198 0.030 -0.037 0.052 0.024
C 1.9851 3.8553 2.7417 -0.015 -0.053 0.043 0.005
C -3.6267 3.3584 -0.7589 -0.041 0.051 -0.051 0.002
C 2.2671 3.4234 4.0232 -0.048 -0.006 -0.050 -0.004
C -1.8201 -4.8955 -2.2916 0.001 0.040 -0.028 0.000
C -1.9632 -3.5806 -2.7098 -0.010 -0.014 -0.011 0.002
C 0.7405 1.5824 3.6582 0.156 0.203 0.019 -0.004
C 1.0978 3.1692 1.9421 0.126 0.006 0.262 -0.035
C -0.2805 -4.1885 -0.5839 -0.021 0.026 0.007 0.000
H 0.3740 -4.4376 0.2428 0.000 0.032 0.020 -0.001
H -1.1645 -2.8124 1.8929 0.028 -0.006 -0.033 0.000
H -3.5037 0.0144 1.3375 0.021 0.002 -0.003 0.004
H -0.8628 -6.2234 -0.9058 0.003 -0.001 0.000 0.000
H -1.2327 2.8347 -2.2616 -0.038 0.029 0.041 0.002
H -2.3522 2.8259 0.8859 -0.024 0.022 -0.037 -0.001
H -3.4884 1.9217 -2.8254 -0.009 -0.052 -0.001 0.000
H -1.3848 -1.5452 -2.4026 0.005 0.002 0.028 0.003
H 2.3082 -3.6098 -1.4265 -0.006 0.028 0.011 0.000
H 4.5987 -3.5870 -2.3477 0.002 -0.020 -0.008 0.000
H -2.8735 3.6964 -1.4712 0.018 0.007 0.012 0.000
H 2.8044 -1.1629 1.7523 -0.018 -0.013 -0.003 0.000
H -2.1249 -0.7953 0.6033 0.042 0.067 0.046 0.008
H -4.4751 2.9811 -1.3268 -0.007 0.008 0.039 0.000
H 0.9609 4.0003 -2.9506 0.040 -0.009 -0.048 0.001
H 2.4625 1.3052 -4.6739 0.009 0.002 -0.008 0.000
H -4.4844 0.5783 -0.8896 0.000 0.016 -0.016 0.001
H -3.9559 2.1095 0.9247 0.003 0.017 -0.030 0.000
H 1.2826 -2.8077 5.3953 0.001 -0.006 0.023 0.000
H 2.6051 2.9912 -4.3260 -0.007 0.008 0.004 0.000
H -3.2652 -0.6448 -1.1599 0.019 0.021 -0.035 0.001
H -0.8509 -3.3480 4.2676 -0.001 -0.007 0.014 0.000
H -2.1545 1.4297 2.6898 0.015 0.003 -0.051 -0.002
H 2.9601 3.9541 4.6576 0.027 0.025 0.005 0.000
H 3.1018 -1.7131 4.1344 0.008 0.000 0.001 0.000
H -2.3608 -5.6837 -2.7967 -0.015 -0.026 0.000 0.000
H -2.6137 -3.3428 -3.5414 0.001 0.003 -0.002 0.000
H -1.3265 -0.1204 2.6924 -0.046 0.017 0.020 -0.001
H -3.9679 4.2432 -0.2221 0.002 0.002 0.029 0.000
H -2.2616 0.6695 -3.0170 0.023 -0.046 0.017 -0.006
H -3.9595 0.3011 -3.2912 -0.006 -0.011 -0.012 0.001
H 5.8951 -1.4811 -2.3594 0.021 -0.001 -0.007 0.000
H -0.3834 3.7447 -1.1633 0.069 -0.012 0.021 0.002
H 4.9108 0.5938 -1.4679 0.006 0.019 0.000 -0.002
```
Forces are in eV/Å.

Its total charge is +1. As for the energy above the lowest of the compared OMol25 structures with the same formula, charge and spin: 0.0403 eV. As for the multiplicity: 2. Its largest force on an atom is 0.46 eV/A.

---

The lowest energy above the lowest of the compared OMol25 structures with the same formula, charge and spin belongs to which entry? C31H33GeN3O3PdS